Record 1
DFT (ωB97M-V/def2-TZVPD) results for C13H21F2O8V as an isolated structure.

Output
E_LUMO (spin up / spin down): 2.89 / 2.89 eV
Net charge: -1
Multiplicity: 2
Frontier orbital gap (spin up / spin down): 7.1 / 7.5 eV
HOMO level (spin up / spin down): -4.22 / -4.57 eV
Relative energy (zero: lowest compared OMol25 entry of this formula, charge and spin): 0.000 eV

Positions of all 45 atoms, in Å:
1 O -15.0922 7.7788 -28.4624
2 V -15.6098 8.1447 -29.8874
3 F -14.7949 6.5047 -30.8213
4 F -14.0336 9.2359 -30.5954
5 C -17.9934 10.1017 -28.4300
6 O -16.9978 9.6075 -29.2112
7 H -18.9524 9.5508 -28.4800
8 H -17.7426 10.1368 -27.3480
9 H -18.2239 11.1575 -28.6920
10 O -16.8015 8.6088 -31.8103
11 C -16.7551 9.6033 -32.4776
12 O -15.8909 9.7566 -33.4920
13 C -16.0433 11.0573 -34.0708
14 C -16.6444 11.9097 -32.9426
15 C -17.5088 10.8884 -32.2299
16 H -16.7341 10.9845 -34.9164
17 H -15.0731 11.4143 -34.4018
18 H -17.1520 12.7872 -33.3454
19 H -15.8065 12.2936 -32.3572
20 H -18.4944 10.8733 -32.7045
21 H -17.6514 10.9929 -31.1547
22 O -17.4634 7.7909 -25.3178
23 C -16.4447 8.2975 -24.9405
24 O -15.9187 7.9759 -23.7262
25 C -14.6266 8.5718 -23.5442
26 C -14.1947 9.0594 -24.9238
27 C -15.5062 9.2296 -25.6750
28 H -13.9568 7.7928 -23.1865
29 H -14.7086 9.4008 -22.8411
30 H -13.5731 8.3486 -25.4719
31 H -13.5951 9.9696 -24.8785
32 H -15.4733 9.0821 -26.7490
33 H -15.9391 10.2367 -25.5912
34 O -17.2848 6.6916 -29.5827
35 C -17.5770 5.9337 -28.7039
36 O -18.8283 5.4015 -28.6500
37 C -18.9540 4.5575 -27.5143
38 C -17.8124 4.9795 -26.5748
39 C -16.7452 5.3359 -27.6087
40 H -18.9085 3.4936 -27.7675
41 H -19.9255 4.6742 -27.0313
42 H -17.4494 4.1814 -25.9290
43 H -18.0579 5.8712 -26.0001
44 H -16.3031 4.4247 -28.0237
45 H -15.9357 6.0246 -27.3756

=====

Record 2
DFT (ωB97M-V/def2-TZVPD) results for C22H31N3O2PPt as an isolated structure.

Output
E_LUMO (spin up / spin down): -9.71 / -13.26 eV
Net charge: +3
Multiplicity: 5
Frontier orbital gap (spin up / spin down): 6.3 / 5.4 eV
HOMO level (spin up / spin down): -15.98 / -18.64 eV

Positions of all 60 atoms, in Å:
1 Pt 0.4614 0.8153 -0.4191
2 O -3.1551 1.4092 -4.4372
3 C -3.0817 0.0563 -4.4801
4 C -3.7631 -0.8302 -5.3708
5 C -3.4498 -2.1961 -5.3304
6 C -2.6671 -2.7520 -4.3407
7 C -1.9716 -1.9198 -3.4889
8 C -2.1506 -0.5522 -3.5068
9 C -1.2708 0.1517 -2.5708
10 O -0.8467 -0.5138 -1.5242
11 N -1.0158 1.4315 -2.8581
12 N -0.2423 1.9415 -1.8964
13 C -0.0006 3.2645 -1.8463
14 C 1.1044 3.4878 -0.9274
15 C 1.6495 4.7618 -0.6941
16 C 2.8476 4.8888 -0.0359
17 C 3.4956 3.6774 0.3452
18 C 2.8850 2.4594 0.1570
19 N 1.6015 2.4012 -0.2807
20 H -3.7615 1.7670 -5.1148
21 H -4.3931 -0.3921 -6.1186
22 H -3.9070 -2.7616 -6.1427
23 H -2.5910 -3.8005 -4.1621
24 H -1.2387 -2.3467 -2.8015
25 H -0.5795 3.9708 -2.4469
26 H 1.0680 5.5926 -1.0573
27 H 3.3538 5.8591 0.0649
28 H 4.4069 3.7702 0.9243
29 H 3.3645 1.5002 0.3493
30 C -1.2939 -1.8121 3.1925
31 C -1.0535 -0.6387 2.2693
32 C -2.2515 -0.4920 1.2691
33 P 0.6580 -0.4921 1.4793
34 C 1.3630 -2.1273 0.9270
35 C 2.1633 -2.9769 1.9153
36 C 0.3453 -2.9346 0.1229
37 C 1.7493 0.1285 2.8624
38 C 1.4308 1.5923 3.1496
39 C 1.8295 -0.6346 4.1806
40 H -2.2524 -1.6566 3.7295
41 H -0.4883 -1.9499 3.9471
42 H -1.3167 -2.7381 2.6242
43 H -1.0638 0.3086 2.8642
44 H -2.2366 -1.1968 0.4156
45 H -2.3914 0.5017 0.8854
46 H -3.1516 -0.7415 1.8687
47 H 2.0781 -1.7382 0.1847
48 H 1.4916 -3.4286 2.6578
49 H 2.9748 -2.4615 2.4747
50 H 2.5809 -3.8166 1.3482
51 H -0.2852 -3.5738 0.7945
52 H 0.9506 -3.6194 -0.4925
53 H -0.2863 -2.3191 -0.5190
54 H 2.7327 0.0857 2.3710
55 H 0.7084 1.6356 4.0058
56 H 1.0230 2.1650 2.2923
57 H 2.3595 2.1135 3.4880
58 H 0.8307 -0.6173 4.7159
59 H 2.4778 -0.0304 4.8743
60 H 2.1716 -1.6760 4.1130

=====

Record 3
DFT (ωB97M-V/def2-TZVPD) results for one molecule with the formula C4H5NO.

Output
E_LUMO: 0.84 eV
Frontier orbital gap: 10.8 eV
HOMO level: -9.93 eV
Structure (SMILES): CC#CC(N)=O
Relative energy (zero: lowest compared OMol25 entry of this formula, charge and spin): 1.145 eV

Positions of all 11 atoms, in Å:
1 C 2.2846 0.3860 -0.7602
2 C 0.9441 0.2133 -0.2060
3 C -0.1597 0.1180 0.2693
4 C -1.4868 0.1193 0.8902
5 N -2.3576 -0.7720 0.3437
6 O -1.7811 0.8673 1.8036
7 H 2.3658 1.3719 -1.2284
8 H 2.5155 -0.3737 -1.5129
9 H 3.0334 0.3263 0.0350
10 H -3.2799 -0.8422 0.7447
11 H -2.0784 -1.4141 -0.3790

=====

Number 1: maximum force 0.042 hartree/bohr. Number 2: maximum force 0.080 hartree/bohr. Number 3: maximum force 0.010 hartree/bohr.